1.
{
  "formula": "C49H57BrNO4P",
  "method": "ωB97M-V/def2-TZVPD",
  "species": ["Br", "P", "O", "O", "O", "O", "N", "C", "C", "C", "C", "C", "C", "C", "C", "C", "C", "C", "C", "C", "C", "C", "C", "C", "C", "C", "C", "C", "C", "C", "C", "C", "C", "C", "C", "C", "C", "C", "C", "C", "C", "C", "C", "C", "C", "C", "C", "C", "C", "C", "C", "C", "C", "C", "C", "C", "H", "H", "H", "H", "H", "H", "H", "H", "H", "H", "H", "H", "H", "H", "H", "H", "H", "H", "H", "H", "H", "H", "H", "H", "H", "H", "H", "H", "H", "H", "H", "H", "H", "H", "H", "H", "H", "H", "H", "H", "H", "H", "H", "H", "H", "H", "H", "H", "H", "H", "H", "H", "H", "H", "H", "H", "H"],
  "coordinates": [[-2.12874, -1.47174, 2.84633], [-0.08511, -1.48808, 1.81857], [0.71172, -4.04647, 1.40181], [2.92015, -1.17933, 0.45751], [-1.97566, -4.46152, 0.83626], [1.02826, -1.68476, 3.10436], [-1.29118, -3.74715, -1.39756], [-7.75152, -2.16250, -0.91141], [6.75266, -2.28610, 11.87532], [5.35391, -2.15611, 9.91798], [-2.68382, 4.47281, -4.53664], [0.21166, 7.72498, -3.01999], [1.13771, 1.16361, -3.12800], [6.46036, -1.80790, 9.15029], [7.71236, -1.69784, 9.74573], [1.67120, 7.86446, -4.93077], [1.99799, -4.38883, 0.85394], [0.13827, 0.50976, -1.03429], [3.54362, -2.24611, 0.49792], [7.85820, -1.93264, 11.10883], [0.53072, 7.35212, -4.32090], [-0.11092, 1.55418, -3.60199], [-1.67057, -1.29915, -6.77873], [-0.80253, -0.94873, -5.74988], [-8.13551, -3.11122, -3.09445], [-5.90911, -3.04539, -2.18311], [1.04974, -1.82562, -7.01610], [-3.24816, -4.87698, 0.30781], [-4.75111, 5.66574, -4.21095], [-6.77670, -3.38468, -3.21452], [0.18220, -2.17254, -8.04638], [-3.94633, 4.84136, -4.98997], [3.19408, 0.09065, 4.97165], [-4.42003, -4.89974, 1.42590], [3.31879, -0.11450, 7.36965], [2.69267, -0.41797, 6.16537], [1.26284, 0.64540, -1.84266], [4.44934, 0.69581, 7.38044], [-1.11107, 0.89590, -1.51105], [2.16401, 9.13390, -2.94317], [1.02649, 8.61728, -2.33153], [-3.03113, 5.75524, -2.52691], [-1.37139, -3.44403, 0.04482], [3.19287, -3.48956, 1.40994], [-1.23431, 1.42237, -2.79267], [-4.29575, 6.11936, -2.97767], [2.48824, 8.75393, -4.24110], [0.06286, -2.99444, 0.64633], [0.55854, -1.20942, -5.86991], [4.95629, 1.19710, 6.18621], [5.50131, -2.39981, 11.27926], [-6.39268, -2.43106, -1.03580], [4.32791, 0.89654, 4.98226], [-1.17811, -1.90707, -7.92877], [-8.62313, -2.50412, -1.94077], [-2.22471, 4.93389, -3.30744], [8.57532, -1.42792, 9.14675], [2.92620, -0.50931, 8.30027], [0.73229, -2.64812, -0.21434], [6.86669, -2.47290, 12.93735], [4.12652, -4.15034, 1.43781], [2.11008, -2.03500, -7.10691], [2.98983, -3.19434, 2.48344], [-0.63056, -4.50283, -1.59346], [-0.67359, 7.32035, -2.54265], [-2.73213, -1.09734, -6.68430], [2.23614, 0.34600, -1.47036], [-5.73470, 5.95428, -4.56517], [0.55835, -1.48502, 3.93802], [1.97548, -4.45910, -0.28842], [1.23569, -0.93288, -5.06943], [-5.70908, -2.16241, -0.23772], [5.84173, 1.82342, 6.19391], [-4.30244, 4.48586, -5.95051], [-6.39562, -3.86172, -4.11064], [3.37827, 9.15206, -4.71618], [4.72144, 1.29026, 4.05169], [4.93559, 0.93559, 8.31949], [2.70260, -0.14174, 4.03359], [-1.11448, -2.91393, -1.96212], [-5.16817, -4.06812, 1.23176], [-1.18594, -0.47307, -4.85494], [-1.23741, 4.65185, -2.95700], [0.77534, 8.91037, -1.31814], [-3.12926, -5.94807, -0.04965], [4.63980, -2.67791, 11.87651], [-2.20732, 1.72953, -3.16162], [-3.64525, -4.21195, -0.52240], [-4.92558, 6.75754, -2.36823], [0.56598, -2.64987, -8.94124], [6.34619, -1.62249, 8.08793], [-8.81432, -3.37244, -3.89843], [-2.02310, -2.50246, 0.13275], [-0.20788, 1.96140, -4.60278], [2.79816, 9.83150, -2.40773], [-0.10901, 6.66144, -4.85940], [-8.13074, -1.68739, -0.01351], [0.23260, 0.10208, -0.03077], [-2.05738, 3.82679, -5.14221], [2.20983, -5.45509, 1.20529], [4.48024, -2.33173, -0.15151], [1.92284, 7.57010, -5.94363], [-4.84963, -3.25996, -2.27520], [4.37714, -2.23837, 9.45463], [1.81178, -1.05155, 6.15772], [2.01326, 1.26415, -3.76019], [-9.68320, -2.29639, -1.84426], [-5.01967, -5.87001, 1.38489], [-2.67433, 6.11189, -1.56680], [-1.85429, -2.17508, -8.73280], [8.83341, -1.84143, 11.57370], [-1.98868, 0.78693, -0.88248], [-4.02275, -4.81844, 2.48024]],
  "mulliken_charge": [-0.35, 0.14, -0.40, -0.39, -0.26, -0.19, -0.56, -0.48, -0.35, -0.34, -0.40, 0.06, -0.64, -0.33, -0.39, -0.42, -0.37, -0.19, -0.08, -0.37, -0.33, -0.47, -0.61, -0.18, -0.33, -0.38, -0.45, 0.22, -0.36, -0.56, -0.40, -0.58, -0.04, -0.91, -0.49, -0.32, -0.65, -0.58, -0.78, -0.33, -0.54, -0.55, -0.24, -0.37, -0.34, -0.46, -0.42, 0.14, -0.27, -0.34, -0.46, -0.24, -0.65, -0.33, -0.36, -0.21, 0.36, 0.44, 0.35, 0.35, 0.39, 0.37, 0.09, 0.23, 0.12, 0.39, 0.48, 0.36, 0.23, 0.30, 0.33, 0.52, 0.37, 0.38, 0.37, 0.35, 0.39, 0.45, 0.50, 0.21, 0.19, 0.45, 0.65, 0.36, 0.29, 0.36, 0.60, -0.23, 0.37, 0.35, 0.44, 0.36, 0.30, 0.53, 0.36, 0.40, 0.36, 0.50, 0.40, 0.35, 0.35, 0.37, 0.37, 0.38, 0.27, 0.47, 0.35, 0.30, 0.43, 0.36, 0.35, 0.47, 0.27],
  "relative_energy_kcal_mol": 36.5,
  "homo_lumo_gap_ev": 8.525,
  "e_lumo_ev": 0.3,
  "total_energy_ha": -5172.34509,
  "multiplicity": 1,
  "smiles": "CCO[C@H](N)[C@H](OCCC=O)P(O)Br.c1ccccc1.c1ccccc1.c1ccccc1.c1ccccc1.c1ccccc1.c1ccccc1.c1ccccc1"
}


2.
{
  "formula": "C39H91N3O18S5",
  "method": "ωB97M-V/def2-TZVPD",
  "species": ["S", "S", "S", "S", "S", "O", "O", "O", "O", "O", "O", "O", "O", "O", "O", "O", "O", "O", "O", "O", "O", "O", "O", "N", "N", "N", "C", "C", "C", "C", "C", "C", "C", "C", "C", "C", "C", "C", "C", "C", "C", "C", "C", "C", "C", "C", "C", "C", "C", "C", "C", "C", "C", "C", "C", "C", "C", "C", "C", "C", "C", "C", "C", "C", "C", "H", "H", "H", "H", "H", "H", "H", "H", "H", "H", "H", "H", "H", "H", "H", "H", "H", "H", "H", "H", "H", "H", "H", "H", "H", "H", "H", "H", "H", "H", "H", "H", "H", "H", "H", "H", "H", "H", "H", "H", "H", "H", "H", "H", "H", "H", "H", "H", "H", "H", "H", "H", "H", "H", "H", "H", "H", "H", "H", "H", "H", "H", "H", "H", "H", "H", "H", "H", "H", "H", "H", "H", "H", "H", "H", "H", "H", "H", "H", "H", "H", "H", "H", "H", "H", "H", "H", "H", "H", "H", "H"],
  "coordinates": [[-11.89597, 10.42200, -18.30605], [-4.29949, 9.56299, -19.33129], [-6.62678, 4.48140, -21.21711], [-8.75857, 12.54461, -18.77163], [-8.36648, 6.31010, -18.24922], [-8.95532, 5.55263, -19.40207], [-7.43382, 13.03257, -18.24953], [-11.81169, 10.92337, -19.70455], [-2.18431, 8.09412, -15.10187], [-10.10714, 10.66284, -25.06165], [-5.23076, 5.00736, -21.02500], [-8.58547, 1.14161, -20.30852], [-6.38587, 6.45803, -14.17915], [-1.84525, 7.20716, -20.51550], [-10.09126, 9.00768, -14.01824], [-6.88998, 5.06715, -15.87729], [-14.06604, 3.81597, -15.56531], [-9.17678, 1.73688, -18.21133], [-5.32910, 8.96227, -20.25625], [-1.72045, 8.00128, -12.92960], [-11.61073, 2.40293, -21.47230], [-9.79444, 11.88549, -23.18584], [-10.05682, 8.43354, -16.21698], [-11.53904, 4.58726, -22.06060], [-2.11161, 5.12057, -19.61414], [-12.44374, 4.47539, -16.97506], [-13.22634, 4.63338, -15.90510], [-9.42415, 13.98562, -19.65691], [-11.02671, 3.47718, -21.47403], [-9.75421, 9.15315, -15.29984], [-10.84369, 5.86243, -22.07912], [-6.57218, 5.94803, -18.18230], [-8.05158, 2.58812, -18.01913], [-2.54420, 6.26390, -20.19648], [-7.52476, 8.16361, -15.54011], [-10.03610, 11.48166, -27.31541], [-7.59950, 7.20672, -14.37119], [-10.06330, 9.51928, -23.01422], [-7.20890, 5.12626, -22.82756], [-10.55876, 0.23857, -19.34121], [-10.06584, 11.85867, -25.84625], [-0.71521, 9.73581, -14.16613], [-11.06964, 8.00533, -13.69631], [-12.50274, 3.29135, -17.82952], [-8.58411, 11.43700, -20.19103], [-3.53735, 6.61093, -16.39785], [-4.77299, 4.84888, -14.76364], [-2.72547, 6.77088, -15.13424], [-8.84943, 10.36771, -15.48534], [-3.01236, 4.09106, -19.13787], [-12.56673, 8.73835, -18.49401], [-1.60703, 8.54128, -14.01186], [-13.32097, 11.12993, -17.46543], [-6.14332, 5.46119, -15.01525], [-8.21972, 8.07999, -18.69251], [-11.53347, 5.49145, -17.44413], [-11.83212, 8.51595, -12.48950], [-9.33007, 1.08140, -19.35807], [-0.74731, 4.87287, -19.20156], [-12.80460, 4.55854, -22.77111], [-2.99838, 10.35861, -20.30441], [-6.47138, 2.79421, -21.83663], [-9.95032, 10.83722, -23.75262], [-6.88679, 1.87960, -17.32996], [-5.04999, 11.09297, -18.69071], [-9.73837, 12.33156, -27.92999], [-8.15064, 4.60847, -23.02724], [-3.97895, 5.57204, -14.91681], [-6.68233, 0.93217, -17.82603], [-9.56650, 11.36110, -20.65748], [-8.99455, 11.04275, -14.64451], [-9.12746, 10.83238, -16.42976], [-8.30781, 10.46657, -19.78317], [-11.32876, 6.32881, -16.77449], [-6.00737, 2.52321, -17.35562], [-3.35618, 6.55073, -14.27333], [-12.64582, 8.15043, -17.58322], [-12.50821, 9.35695, -12.67028], [-5.82224, 10.65946, -18.04898], [-11.24078, 8.84550, -11.63579], [-11.06432, 9.12585, -23.19057], [-10.97977, 11.14934, -27.76148], [-0.63915, 4.95863, -18.11673], [-13.27675, 10.90360, -16.40150], [-9.35477, 8.86497, -23.53394], [-10.93571, 6.26481, -23.09288], [-14.26058, 10.91271, -17.97026], [-4.81667, 4.43255, -13.75676], [-9.81176, 9.51716, -21.96250], [-7.90283, 11.75302, -20.98065], [-9.09151, 12.34691, -25.74828], [-0.46854, 3.89844, -19.60472], [-11.95716, 5.90453, -18.36502], [-8.36580, 3.45507, -17.44483], [-3.51428, 11.12577, -20.88643], [-8.09342, 8.74478, -17.84243], [-5.58456, 11.66932, -19.44111], [-9.09445, 8.38560, -19.26972], [-7.87986, 7.70895, -13.45112], [-13.52506, 8.69223, -19.01244], [-11.27641, 6.63306, -21.43399], [-2.63443, 3.14739, -19.54102], [-2.99762, 4.00815, -18.04201], [-6.11622, 6.44546, -17.32732], [-12.98246, 5.58310, -15.40568], [-10.36310, 13.79372, -20.18018], [-3.95710, 7.53888, -16.78926], [-8.34451, 8.87743, -15.42657], [-2.27528, 10.84893, -19.65280], [-3.63072, 6.26523, -20.37916], [-7.65992, 2.93313, -18.97803], [-7.47232, 2.41890, -22.05095], [-12.54099, 3.55879, -18.88401], [-9.79922, 5.72875, -21.81213], [-2.47592, 9.68438, -20.97752], [-7.79300, 10.10087, -15.50756], [-2.93461, 6.12370, -17.16222], [-7.10764, 1.72008, -16.27357], [-7.40780, 6.19607, -22.77020], [-9.36140, 10.64747, -27.50984], [-4.07730, 4.16634, -19.34928], [-7.67177, 7.69519, -16.51430], [-10.56845, 7.08865, -13.37485], [-1.91622, 6.04049, -15.10998], [-0.50761, 10.18130, -13.19948], [-11.60698, 2.69353, -17.64830], [-6.41422, 4.87748, -18.23239], [0.22638, 9.36813, -14.57947], [-10.58540, -0.40733, -20.21160], [-5.88907, 2.68342, -22.75442], [-6.13068, 6.50332, -19.01474], [-7.38442, 8.23529, -19.38608], [-8.40133, 6.49931, -14.59895], [-10.54121, 5.13636, -17.70988], [-13.29709, 3.60640, -22.60141], [-13.19667, 12.21488, -17.53572], [-6.54574, 4.95315, -23.67396], [-10.12806, 3.68352, -20.86721], [-11.80398, 8.28403, -19.12926], [-8.71730, 14.16554, -20.47147], [-11.44531, 0.87072, -19.31276], [-4.43800, 6.02967, -16.18798], [-13.34718, 2.65874, -17.57397], [-4.40892, 11.67648, -18.03428], [-4.69615, 4.00385, -15.44416], [-12.50262, 7.73107, -12.12513], [-9.51332, 14.87736, -19.04460], [-0.03392, 5.59465, -19.59934], [-11.71680, 7.74486, -14.53117], [-5.99766, 2.12112, -21.12391], [-13.39109, 5.43299, -22.49254], [-10.84448, 12.54296, -25.51943], [-6.57296, 8.69329, -15.59462], [-1.12248, 10.49698, -14.83078], [-12.60774, 4.61654, -23.84761], [-10.57055, -0.37084, -18.43544]],
  "mulliken_charge": [0.84, 0.79, 1.09, 0.57, 0.06, 0.57, -0.68, -0.68, -0.24, -0.30, -0.75, -0.54, -0.35, -0.65, -0.36, -0.31, -0.63, -0.38, -0.63, -0.58, -0.69, -0.58, 0.19, 0.22, 0.13, 0.13, 0.27, -1.16, 0.31, 0.84, -0.39, -0.44, 1.43, 0.20, 0.78, -1.25, -0.99, -0.15, -1.45, -1.22, -0.14, -1.14, 0.34, -1.00, -0.18, 1.78, -0.78, -0.96, -0.84, -0.73, -0.73, 0.76, -1.25, 0.58, -1.11, 1.06, -1.55, 0.87, -1.00, -1.14, -1.22, -1.38, 0.35, -1.25, -0.66, 0.38, 0.44, -0.54, 0.45, 0.13, 0.53, -0.11, -0.42, -0.99, 0.04, 0.90, 0.33, 0.34, -0.24, 0.36, 0.34, 0.32, 0.26, 0.34, 0.35, 0.41, 0.38, 0.56, -0.16, 0.62, 0.26, 0.35, 0.12, -0.14, 0.38, -0.09, 0.30, 0.26, 0.41, 0.68, 0.10, 0.42, 0.36, -0.11, 0.23, 0.31, -0.01, -0.53, 0.38, 0.52, -0.49, 0.39, 0.27, -0.25, 0.34, 0.35, -0.11, 0.29, 0.31, 0.30, -0.10, -0.97, 0.20, 0.40, 0.34, 0.30, -0.12, 0.27, 0.35, 0.50, 0.46, 0.71, 0.33, -0.30, 0.36, 0.40, 0.49, 0.32, -0.35, 0.34, 0.16, -1.15, 0.39, 0.53, 0.15, 0.42, 0.41, 0.34, 0.02, 0.33, 0.32, 0.33, 0.47, 0.31, 0.33, 0.40],
  "relative_energy_kcal_mol": 119.7,
  "homo_lumo_gap_ev": 8.878,
  "e_lumo_ev": 0.2,
  "total_energy_ha": -5049.82612,
  "multiplicity": 1
}